[1]
10
Properties=species:S:1:pos:R:3:lowdin_charge:R:1 method="wB97M-V/def2-TZVPD" molar_mass_g_mol=45.08 multiplicity=1 orbital_gap_ha=0.3751 e_above_lowest_ev=0.790 smiles=CNC energy_ev=-3676.693 homo_ev=-9.02
C -1.1859 -0.0942 -0.0824 -0.20
N 0.0008 0.7245 -0.2693 -0.20
C 1.2082 -0.0886 -0.0960 -0.18
H -1.1470 -0.8683 0.7982 0.09
H -1.3905 -0.6750 -0.9885 0.06
H -2.1780 0.5318 0.1471 0.11
H -0.0098 1.4317 0.4392 0.08
H 2.1176 0.5802 -0.0467 0.08
H 1.3283 -0.9774 -0.8205 0.10
H 1.2562 -0.5648 0.9189 0.06

---

[2]
25
Properties=species:S:1:pos:R:3:lowdin_charge:R:1 method="wB97M-V/def2-TZVPD" molar_mass_g_mol=193.19 multiplicity=1 orbital_gap_ha=0.3512 e_above_lowest_ev=1.879 smiles="O=CN1CCc2ccccc2[C@H]1P" energy_ev=-23389.444 homo_ev=-8.86
O -1.3192 3.1886 -1.6764 0.02
C -0.6319 2.9941 -0.6793 -0.31
N -0.3712 1.8120 -0.0271 -0.12
C 0.5356 1.8249 1.0684 -0.18
C 1.1922 0.4823 1.3929 -0.11
C 0.9355 -0.6503 0.4380 -0.22
C 1.4706 -1.8675 0.6662 -0.06
C 1.4111 -2.9182 -0.2707 -0.06
C 0.5671 -2.7497 -1.3880 -0.08
C -0.1930 -1.6125 -1.3887 -0.06
C -0.0631 -0.5362 -0.5293 -0.23
C -1.0096 0.5946 -0.5019 -0.49
P -2.4440 0.0712 0.6178 0.87
H -0.0712 3.7363 -0.0326 0.14
H 0.0484 2.2481 1.9130 0.10
H 1.4650 2.5304 0.8498 0.16
H 0.8258 0.0921 2.3975 0.15
H 2.2545 0.5638 1.3560 0.11
H 1.9523 -2.0336 1.6189 0.11
H 1.9306 -3.9395 -0.1522 0.13
H 0.3531 -3.6316 -1.9300 0.09
H -1.0137 -1.4818 -2.0202 0.09
H -1.5050 0.8634 -1.5172 0.15
H -3.1682 -0.7552 -0.2745 -0.11
H -3.1519 1.1742 0.0696 -0.10

---

[3]
11
Properties=species:S:1:pos:R:3:lowdin_spin:R:1 method="wB97M-V/def2-TZVPD" molar_mass_g_mol=57.10 multiplicity=2 orbital_gap_ha="0.4252 / 0.2906" total_charge=+1 e_above_lowest_ev=3.008 energy_ev=-4703.474 homo_ev="-17.40 / -17.39"
C 0.3530 0.4195 1.3702 0.02
C -0.5476 -0.4795 0.3547 0.10
C 0.1227 0.0674 -1.8356 0.10
N -0.7062 0.3224 -0.8648 0.67
H -0.1931 0.4307 2.3034 0.00
H 0.3381 1.4333 0.9816 0.00
H 1.3090 -0.0469 1.4019 0.00
H 0.0060 -1.5111 0.1254 0.05
H -1.5342 -0.6124 0.6517 0.00
H 0.6360 -0.8906 -1.9016 0.03
H 0.2163 0.8673 -2.5870 0.02

---

[4]
84
Properties=species:S:1:pos:R:3:lowdin_spin:R:1 method="wB97M-V/def2-TZVPD" molar_mass_g_mol=763.57 multiplicity=3 orbital_gap_ha="0.1931 / 0.2552" total_charge=-1 energy_ev=-76403.736 homo_ev="-2.61 / -4.31"
P 0.6102 2.3186 -3.5638 0.03
C -0.8002 3.4906 -3.9206 0.00
C -0.6359 4.5573 -5.0071 0.00
C -1.8465 5.5043 -4.9787 0.00
C -3.1912 4.7725 -5.0806 0.00
C -3.3107 3.5997 -4.1029 0.00
C -2.0817 2.6853 -4.1492 0.00
C 0.8127 1.0919 -4.9489 0.01
C 0.7074 1.6887 -6.3581 0.00
C 1.0563 0.6240 -7.4086 0.00
C 0.2122 -0.6496 -7.2493 0.00
C 0.2263 -1.1988 -5.8204 0.00
C -0.1100 -0.1189 -4.7816 0.01
C 2.0734 3.4190 -3.6316 0.00
C 2.1329 4.3542 -2.4198 0.00
C 3.1563 5.4502 -2.7268 0.00
C 4.5396 4.8872 -3.0733 0.00
C 4.5058 3.7195 -4.0734 0.00
C 3.4146 2.6873 -3.7848 0.00
H -0.8903 3.9987 -2.9437 0.00
H -0.5676 4.0738 -5.9933 0.00
H 0.2843 5.1428 -4.8651 0.00
H -1.7536 6.2340 -5.7915 0.00
H -1.8261 6.0642 -4.0336 0.00
H -4.0095 5.4793 -4.9005 0.00
H -3.3083 4.3873 -6.1018 0.00
H -3.4127 3.9765 -3.0757 0.00
H -4.2046 3.0027 -4.3225 0.00
H -2.1837 1.9276 -3.3638 0.00
H -2.0330 2.1686 -5.1227 0.00
H 1.8454 0.7265 -4.8063 0.00
H 2.1182 0.3633 -7.2977 0.00
H 1.3766 2.5563 -6.4729 0.00
H -0.3185 2.0460 -6.5360 0.00
H 0.9260 1.0452 -8.4145 0.00
H 0.5763 -1.4176 -7.9401 0.00
H -0.8232 -0.4264 -7.5374 0.00
H -0.4790 -2.0335 -5.7218 0.00
H 1.2273 -1.5878 -5.5883 0.00
H -0.0025 -0.5238 -3.7655 0.01
H -1.1614 0.1861 -4.8936 0.00
H 1.9170 4.0256 -4.5407 0.00
H 1.1527 4.7952 -2.1922 0.00
H 2.4394 3.7778 -1.5351 0.00
H 2.7858 6.0215 -3.5868 0.00
H 3.2282 6.1424 -1.8825 0.00
H 5.0172 4.5397 -2.1480 0.00
H 5.1747 5.6897 -3.4728 0.00
H 5.4804 3.2206 -4.0974 0.00
H 4.3274 4.1304 -5.0760 0.00
H 3.3853 1.9496 -4.6004 0.00
H 3.6102 2.1256 -2.8593 0.00
Au 0.1093 1.2224 -1.5999 0.42
Cl 2.2715 0.2481 -1.6584 0.21
Cl -1.5140 2.7395 -0.7058 0.16
C -0.5119 -0.5241 -0.8156 0.59
H 0.1277 -1.0017 -0.0427 0.02
C -1.6199 -1.2881 -1.2478 0.09
C -1.7915 -2.6111 -0.7204 0.12
C -2.8764 -3.3652 -1.1256 0.00
C -3.8124 -2.8399 -2.0414 0.15
C -3.6366 -1.5572 -2.5824 0.00
C -2.5607 -0.7784 -2.1920 0.13
H -1.0445 -2.9723 -0.0048 0.00
H -3.0152 -4.3721 -0.7253 0.00
H -4.3537 -1.1622 -3.3029 0.00
H -2.4188 0.2395 -2.5569 0.01
H -4.6814 -3.4383 -2.3218 0.01
C 2.6978 -2.7745 3.3865 0.00
N 2.1278 -1.4681 3.1079 0.00
C 2.3408 -0.4421 3.9676 0.00
C 1.8605 0.8002 3.6806 0.00
C 1.0922 0.9470 2.4804 0.00
N 0.7702 -0.0997 1.7475 0.01
C 1.2681 -1.3334 1.9917 0.00
O 1.0107 -2.3361 1.2989 0.00
N 0.6499 2.1592 2.0847 0.00
H 2.5516 -3.4056 2.5105 0.00
H 2.2006 -3.2343 4.2503 0.00
H 3.7665 -2.6754 3.6118 0.00
H 2.9137 -0.6762 4.8703 0.00
H 2.0430 1.6605 4.3110 0.00
H 0.8771 2.9766 2.6289 0.00
H 0.0797 2.2830 1.2429 0.00

---

[5]
10
Properties=species:S:1:pos:R:3:lowdin_spin:R:1 method="wB97M-V/def2-TZVPD" molar_mass_g_mol=104.13 multiplicity=3 orbital_gap_ha="0.2628 / 0.3005" e_above_lowest_ev=3.758 energy_ev=-17994.726 homo_ev="-6.27 / -9.80"
C -0.7415 0.6651 -1.4610 0.00
C -0.6387 -0.3706 -0.5376 0.05
N -0.3184 1.8035 0.4243 0.70
N 0.9339 -1.2422 1.5503 0.58
O -0.3916 1.8556 -0.8858 0.22
S -0.2393 0.2689 1.0747 0.44
H -0.6555 0.5564 -2.5995 0.00
H -0.8932 -1.5035 -0.7232 0.00
H 1.2882 -0.8564 2.4191 0.01
H 1.6561 -1.1769 0.7389 0.01

---

[6]
8
Properties=species:S:1:pos:R:3:lowdin_charge:R:1 method="wB97M-V/def2-TZVPD" molar_mass_g_mol=80.11 multiplicity=1 orbital_gap_ha=0.3858 e_above_lowest_ev=4.260 smiles="C[SH](=O)=O" energy_ev=-16027.815 homo_ev=-10.16
C -0.1663 -0.3018 0.1428 -0.16
S -0.8293 1.3093 -0.2432 0.87
O -1.2600 1.2886 -2.0833 -0.51
O -1.6425 1.7800 0.8290 -0.39
H 0.1874 -0.7022 -0.7843 0.07
H 0.5086 0.0181 0.8198 0.02
H -0.8870 -0.9729 0.4910 0.06
H 0.3141 1.9963 -0.1672 0.05